# 1
{
  "formula": "C4H8IN2",
  "method": "wB97M-V/def2-TZVPD",
  "species": ["C", "C", "C", "C", "N", "N", "I", "H", "H", "H", "H", "H", "H", "H", "H"],
  "positions_angstrom": [[-0.05877, 1.21079, -0.06187], [0.52949, -1.36492, -0.00491], [-2.44806, 1.62790, 0.90705], [1.75894, -2.04816, -0.47324], [-1.33387, 1.71286, 0.15017], [0.60233, 0.01341, -0.12106], [-2.50017, -0.01177, 2.10046], [0.48692, 1.83388, -0.62449], [-0.45468, -1.70147, 0.25735], [-3.19387, 2.43309, 0.86631], [2.19971, -2.92931, -0.02926], [2.53159, -1.26080, -0.49844], [1.68182, -2.25260, -1.56315], [-1.36399, 2.55851, -0.39309], [1.56260, 0.17859, -0.51185]],
  "homo_ev": [-11.69, -11.85],
  "charge": 1,
  "de_lowest_ev": 4.008,
  "gap_ev": [6.97, 7.13]
}

=====

# 2
{
  "formula": "C24H24MnN4O4S3",
  "method": "wB97M-V/def2-TZVPD",
  "species": ["Mn", "O", "C", "N", "C", "O", "C", "C", "C", "C", "C", "N", "C", "C", "C", "C", "C", "N", "H", "H", "H", "H", "H", "H", "H", "H", "O", "C", "O", "C", "C", "C", "C", "C", "N", "H", "H", "H", "H", "C", "C", "S", "C", "C", "S", "C", "C", "S", "H", "H", "H", "H", "H", "H", "H", "H", "H", "H", "H", "H"],
  "positions_angstrom": [[0.14176, -0.91942, 0.83172], [-1.96554, -2.69235, -2.38757], [-1.21075, -2.46365, -1.46113], [-1.48022, -1.90208, -0.24592], [-2.75552, -1.65547, 0.15543], [-3.79680, -1.70463, -0.47391], [-2.81826, -1.27640, 1.63026], [-4.04730, -1.20394, 2.26835], [-4.07601, -0.90343, 3.61824], [-2.87933, -0.67526, 4.28443], [-1.70033, -0.74354, 3.56505], [-1.66905, -1.03852, 2.26585], [0.25419, -2.83976, -1.59261], [0.67099, -3.66259, -2.62632], [2.01765, -3.96405, -2.72275], [2.89933, -3.43251, -1.79106], [2.39754, -2.61989, -0.78833], [1.09882, -2.33341, -0.69628], [-4.93965, -1.39205, 1.68916], [-5.01778, -0.85024, 4.14896], [-2.85582, -0.44548, 5.34041], [-0.74244, -0.55677, 4.03592], [-0.06370, -4.02958, -3.32825], [2.38007, -4.60619, -3.51535], [3.95761, -3.65043, -1.82962], [3.02673, -2.18865, -0.01870], [3.70585, -0.35035, 2.85523], [2.55594, -0.32085, 2.44966], [1.90131, -1.25298, 1.86978], [1.76009, 0.97092, 2.66559], [2.28931, 2.01241, 3.41539], [1.50894, 3.13111, 3.64368], [0.21956, 3.16988, 3.12526], [-0.22278, 2.09636, 2.37516], [0.53732, 1.02491, 2.13312], [3.29269, 1.90411, 3.80112], [1.89028, 3.95933, 4.22710], [-0.43232, 4.01528, 3.29701], [-1.21839, 2.08515, 1.94578], [1.49073, 1.00502, -3.55813], [2.55160, 0.83224, -2.47948], [2.03247, 0.99833, -0.75663], [1.22858, 2.61288, -0.71383], [-0.24256, 2.70595, -1.15658], [-1.27821, 1.29669, -0.67716], [-2.14248, 0.84402, -2.20559], [-1.34129, 0.78548, -3.50230], [0.16031, -0.22800, -3.47484], [1.98117, 0.91179, -4.52879], [1.06109, 2.00432, -3.51972], [3.36904, 1.53277, -2.66542], [2.97478, -0.17407, -2.52552], [1.82133, 3.32285, -1.29528], [1.31767, 2.92025, 0.32791], [-0.31335, 2.79893, -2.23686], [-0.66776, 3.61856, -0.73557], [-2.98265, 1.52619, -2.34839], [-2.56240, -0.13897, -1.98447], [-1.07463, 1.77827, -3.86541], [-1.99746, 0.35151, -4.25775]],
  "homo_ev": [-8.15, -8.62],
  "s_squared": 8.75,
  "multiplicity": 6,
  "de_lowest_ev": 0.260,
  "gap_ev": [8.28, 8.72]
}

=====

# 3
{
  "formula": "C5H11NO3Pb",
  "method": "wB97M-V/def2-TZVPD",
  "species": ["C", "C", "C", "C", "O", "N", "C", "O", "O", "H", "H", "H", "H", "H", "H", "H", "H", "H", "H", "H", "Pb"],
  "positions_angstrom": [[-2.85420, -0.77140, -1.67858], [-1.45472, -1.07962, -1.07578], [-0.37818, 0.02253, -1.41175], [0.32131, 0.51270, -0.13920], [1.65639, 0.94498, -0.25511], [2.32146, 0.49664, 0.83595], [2.47407, 1.33129, 1.93758], [2.51350, 2.47399, 1.92581], [2.59872, 0.67274, 3.18116], [-3.17168, 0.27611, -1.55169], [-2.89213, -1.07470, -2.73763], [-3.59229, -1.39900, -1.14466], [-1.56577, -1.12031, 0.04893], [-1.13964, -2.06446, -1.45737], [0.30549, -0.33862, -2.19579], [-0.91213, 0.89171, -1.84194], [-0.26472, 1.39428, 0.24630], [0.30766, -0.26341, 0.68323], [2.62058, -0.47289, 0.86539], [3.19143, -0.09972, 3.07928], [-0.08516, -0.33284, 2.68587]],
  "homo_ev": -18.53,
  "charge": 2,
  "gap_ev": 6.64
}

=====

# 4
{
  "formula": "C2H4N2S",
  "method": "wB97M-V/def2-TZVPD",
  "species": ["C", "C", "N", "N", "S", "H", "H", "H", "H"],
  "positions_angstrom": [[-2.80698, 0.23373, -0.08447], [1.27062, 0.18895, -0.29929], [-3.34897, 1.24906, -0.19870], [0.32375, -0.55107, 0.65761], [-0.83224, -1.39987, 0.08257], [0.71493, 0.64426, -1.14215], [1.95068, 0.86759, 0.22935], [1.90329, -0.48537, -0.73954], [0.82493, -0.74728, 1.49460]],
  "homo_ev": [-10.03, -10.03],
  "de_lowest_ev": 3.419,
  "gap_ev": [8.11, 8.11]
}

=====

# 5
{
  "formula": "C19H43P3SSeSm",
  "method": "wB97M-V/def2-TZVPD",
  "species": ["Sm", "P", "P", "P", "H", "C", "C", "H", "C", "C", "C", "C", "C", "C", "C", "C", "C", "H", "H", "H", "H", "H", "H", "H", "H", "H", "H", "H", "H", "H", "H", "H", "H", "H", "H", "H", "H", "H", "H", "H", "H", "H", "H", "H", "H", "H", "C", "C", "C", "C", "C", "C", "Se", "H", "H", "H", "H", "H", "H", "C", "S", "C", "H", "H", "H", "H", "H", "H"],
  "positions_angstrom": [[1.56160, 0.27558, 0.29118], [0.32415, 1.30231, 2.61148], [-2.41314, -0.51047, 1.20567], [-0.74785, 1.89322, -0.96754], [5.07728, -0.69503, -1.74039], [4.73716, 0.32282, -1.62289], [3.54708, 0.54762, -0.96996], [2.96942, -0.42918, -1.09810], [1.02081, 0.41820, 4.04411], [-1.11236, 2.07698, 3.41187], [1.41001, 2.78542, 2.51509], [-3.45396, -1.73908, 0.32480], [-2.44425, -1.40888, 2.80259], [-3.78273, 0.67107, 1.52042], [0.07012, 2.92680, -2.24808], [-1.61902, 3.24900, -0.06764], [-2.19654, 1.34720, -1.99018], [5.36709, 1.08899, -2.07784], [3.27438, 1.53578, -0.50425], [2.00944, 0.00694, 3.80614], [0.34731, -0.40405, 4.31506], [1.10058, 1.13254, 4.87424], [-1.84073, 1.32635, 3.74193], [-1.59653, 2.78597, 2.72851], [-0.73166, 2.61948, 4.29133], [2.36848, 2.57975, 2.00687], [1.60038, 3.10103, 3.55010], [0.88738, 3.59213, 1.98166], [-4.42487, -1.78834, 0.82980], [-2.98585, -2.72544, 0.35273], [-3.59698, -1.44452, -0.71550], [-3.48224, -1.70084, 3.00973], [-2.07075, -0.79501, 3.62696], [-1.81869, -2.30599, 2.72255], [-4.64782, 0.09066, 1.86225], [-4.05119, 1.19891, 0.59877], [-3.51259, 1.40238, 2.28763], [-0.69124, 3.30552, -2.93899], [0.79941, 2.33456, -2.80653], [0.56491, 3.77906, -1.77440], [-1.88918, 4.00800, -0.81564], [-0.94769, 3.70175, 0.67246], [-2.53175, 2.89036, 0.42989], [-2.34526, 2.08986, -2.78328], [-3.11399, 1.24582, -1.40037], [-2.00648, 0.38251, -2.47665], [0.78129, -1.75203, -3.44658], [2.15698, -1.95199, -3.28400], [3.02598, -1.36962, -4.20602], [2.51056, -0.66282, -5.29144], [1.15240, -0.75831, -5.59195], [0.26393, -1.30037, -4.64741], [-0.36310, -1.78029, -1.84237], [-0.55945, -0.31367, -1.98747], [2.52487, -2.45787, -2.39337], [4.06912, -1.39356, -4.03427], [3.12984, 0.00933, -5.87653], [0.75058, -0.34797, -6.51247], [-0.81998, -1.25553, -4.78542], [1.60171, -3.10262, 2.94239], [0.74561, -2.52495, 1.46608], [0.23879, -4.10933, 0.71388], [2.56968, -3.49066, 2.61087], [1.05621, -3.90204, 3.45794], [1.76371, -2.28330, 3.63675], [1.06232, -4.83643, 0.77301], [-0.00687, -3.93191, -0.34313], [-0.63580, -4.55181, 1.22394]],
  "homo_ev": [-16.74, -16.82],
  "s_squared": 8.84,
  "charge": 3,
  "multiplicity": 6,
  "gap_ev": [4.78, 6.42]
}

=====

# 6
{
  "formula": "C3H5NO2",
  "method": "wB97M-V/def2-TZVPD",
  "species": ["N", "C", "O", "C", "C", "O", "H", "H", "H", "H", "H"],
  "positions_angstrom": [[0.46428, 1.14609, 0.35449], [1.27588, 0.14818, -0.30572], [0.65111, -1.09027, -0.32803], [-0.74303, -0.85813, -0.14948], [-0.82380, 0.54391, 0.42771], [-0.28776, 0.64207, 1.67863], [1.17284, 0.80477, -1.21816], [2.33606, 0.01619, -0.05819], [-1.11832, -1.60226, 0.55942], [-1.26994, -0.93384, -1.10604], [-1.65732, 1.18330, 0.14537]],
  "smiles": "C1OCN2O[C@H]12",
  "homo_ev": -10.30,
  "de_lowest_ev": 4.088,
  "gap_ev": 11.21
}

=====

| no. | energy (Ha) |
| --- | --- |
| 1 | -564.03222 |
| 2 | -3794.66617 |
| 3 | -669.59803 |
| 4 | -586.16873 |
| 5 | -5230.28022 |
| 6 | -322.42411 |